(1)
37
Properties=species:S:1:pos:R:3:forces:R:3 method="wB97M-V/def2-TZVPD" de_lowest_kcal_mol=0.00 e_lumo_ev="-6.62 / -6.64" max_force_ev_per_a=0.3 charge=+2
H -3.296 -3.517 -1.391 0.0 0.0 0.0
C 2.015 0.118 0.161 0.0 0.0 0.0
N 0.874 0.921 0.054 0.3 0.0 0.0
S -1.240 5.166 -0.470 0.0 0.0 -0.2
C 4.596 -0.870 0.270 0.0 0.0 0.0
H 1.195 5.147 -0.697 0.0 0.0 0.0
H -2.942 3.481 -0.099 0.0 0.0 0.0
N -3.483 -0.449 1.015 0.0 0.0 0.0
H 3.180 3.053 -0.403 0.0 0.0 0.0
C 0.338 4.519 -0.512 0.0 0.0 0.1
H -4.467 -0.289 1.209 0.0 0.0 0.0
H -3.005 -0.562 1.902 0.0 0.0 0.0
H 5.592 -1.289 0.318 0.0 0.0 0.0
N -0.978 2.678 -0.081 0.0 0.2 0.0
H -2.817 -5.119 -0.825 0.0 0.0 0.0
N -2.939 0.718 0.365 -0.2 0.0 0.0
H -3.255 -3.872 0.345 0.0 0.0 0.0
C 2.196 -1.236 0.446 0.0 0.0 0.0
H 1.366 -1.892 0.648 0.0 0.0 0.0
H 5.283 1.125 -0.152 0.0 0.0 0.0
Ni -1.007 0.758 0.116 0.0 -0.1 0.0
H -3.226 1.565 0.849 -0.1 0.0 0.0
C -1.123 -2.220 -0.287 0.0 -0.1 0.0
C 0.295 3.188 -0.270 0.0 0.0 -0.1
H -3.357 0.745 -0.565 0.0 0.0 0.0
C 1.302 2.153 -0.171 0.0 0.0 0.0
C 4.437 0.471 0.007 0.0 0.0 0.0
N -0.994 -1.104 -0.072 0.0 -0.2 0.0
C -1.288 -3.642 -0.560 0.0 0.0 0.0
H 3.662 -2.750 0.718 0.0 0.0 0.0
C 3.129 0.939 -0.036 0.0 0.0 0.0
C -2.764 -4.055 -0.609 0.0 0.0 0.0
H -0.780 -3.842 -1.506 0.0 0.0 0.0
C 3.489 -1.707 0.494 0.0 0.0 0.0
H -0.745 -4.182 0.219 0.0 0.0 0.0
C -1.877 3.630 -0.187 0.0 0.0 0.1
N 2.632 2.222 -0.244 0.0 0.0 0.0


(2)
49
Properties=species:S:1:pos:R:3:forces:R:3 method="wB97M-V/def2-TZVPD" e_lumo_ev=-2.63 max_force_ev_per_a=1.6
F 5.752 -0.806 -2.209 0.1 0.0 0.2
F 2.316 -0.565 3.271 -0.1 -0.1 0.2
O -3.635 2.436 0.770 -0.1 0.0 -0.1
F 3.889 1.649 1.942 0.0 0.0 0.0
H -0.878 0.886 2.084 0.1 0.1 -0.1
F 2.151 -1.268 1.230 0.0 0.0 -0.2
C -4.646 0.995 -2.296 0.4 0.4 0.3
H -3.913 -0.261 -0.006 0.1 0.0 0.0
C 5.988 -1.479 -1.080 0.2 -0.1 0.0
F 1.514 1.711 0.779 0.0 0.0 -0.2
H -2.251 -2.773 -0.689 0.2 0.1 0.0
H -2.514 -3.858 1.454 -0.1 0.1 0.0
F 5.435 0.871 0.120 0.1 0.0 0.1
C 4.755 -1.397 -0.140 -0.1 0.2 -0.1
C -2.410 -2.159 0.200 -0.2 0.0 -0.1
H -3.219 -1.259 -2.104 0.0 0.1 0.3
H -4.966 2.018 -2.577 -0.4 -0.1 -0.3
C -2.543 -0.420 -1.917 -0.1 0.1 0.1
C 1.210 0.862 1.787 -0.1 0.0 0.3
H -2.815 -2.205 2.254 0.1 -0.1 0.0
H -0.148 -0.700 2.225 -0.1 0.2 0.1
H -1.793 3.618 -0.188 0.3 0.0 0.8
H -5.244 0.309 -2.895 -0.1 0.0 0.2
P -2.444 -0.269 0.061 0.3 -0.7 0.3
F 5.006 -2.166 0.929 0.1 0.0 0.1
H -3.149 0.573 -3.704 0.3 0.1 0.1
C -2.588 -2.778 1.357 0.0 0.0 0.0
C 4.358 0.077 0.267 -0.2 -0.1 -0.1
Br -0.933 -0.968 -2.907 0.0 0.1 0.0
F 3.426 0.492 -0.606 0.0 0.1 -0.1
H -3.537 2.680 1.700 -0.1 0.1 -0.1
H -0.081 -1.143 -0.024 0.0 0.1 -0.3
C -0.146 0.212 1.619 0.0 -0.5 -0.2
C -0.518 -0.166 0.186 0.1 0.2 0.4
H -2.474 1.652 -2.559 0.4 -0.5 0.1
C -3.146 0.766 -2.624 -0.6 -0.6 -1.3
B -2.513 1.806 0.211 -0.1 0.3 0.0
F 1.213 1.624 2.921 0.0 0.1 0.1
O -1.505 2.683 -0.198 -0.2 0.0 -0.7
C 2.362 -0.170 1.987 0.1 0.1 0.1
F 4.657 -0.268 2.587 0.0 0.0 0.0
C 3.819 0.324 1.717 0.1 0.0 -0.1
F 3.738 -1.940 -0.821 -0.1 -0.1 -0.1
Ag -3.315 3.266 -2.028 -0.1 0.5 0.6
H -2.572 -0.188 1.529 0.0 0.2 -0.1
F 6.198 -2.764 -1.383 -0.1 0.2 0.0
H -4.872 0.879 -1.238 0.0 -0.1 -0.1
F 7.092 -1.004 -0.501 -0.2 -0.1 -0.1
H -0.111 0.586 -0.492 -0.1 -0.2 -0.2


(3)
50
Properties=species:S:1:pos:R:3:forces:R:3 method="wB97M-V/def2-TZVPD" e_lumo_ev=0.55 max_force_ev_per_a=1.9
F -0.105 -1.485 11.953 0.3 0.4 0.2
H 2.440 -6.556 13.402 -0.7 0.2 -0.1
O 2.200 -0.290 13.697 0.0 0.2 -0.4
O -1.482 0.993 15.768 -0.1 0.0 -0.1
C 5.889 0.399 18.065 0.2 -0.3 0.5
C 2.303 -3.057 14.860 0.0 0.0 0.2
N 4.515 0.466 17.594 -0.2 -0.1 -0.2
N 5.041 1.700 15.706 -0.2 -0.1 -0.3
H 1.268 -6.063 12.118 0.1 -0.1 0.7
C 4.717 2.235 14.396 0.1 0.3 -0.2
S 3.587 -2.213 15.579 0.7 0.3 0.2
O 3.012 0.711 15.901 0.4 0.3 0.2
F 0.997 2.635 17.031 -0.3 -0.3 -0.4
H 5.569 2.063 13.717 -0.4 0.0 0.2
F -0.318 3.584 15.603 0.0 -0.5 -0.1
C 0.059 -4.158 13.925 -0.4 -0.1 -0.1
C 0.054 -2.879 14.443 0.2 0.1 0.0
C 4.158 0.932 16.375 -0.2 -0.1 0.0
H 6.265 2.837 16.981 0.1 -0.3 -0.2
H 6.066 -0.629 18.447 -0.1 0.5 -0.2
C 1.292 -4.817 13.858 -0.1 0.3 0.1
C 0.589 2.618 15.754 0.5 0.6 0.2
N 1.177 -2.317 14.891 -0.6 -0.5 -0.3
H 3.676 -1.358 18.236 -0.1 0.5 0.1
H 2.533 0.018 18.124 0.4 -0.1 0.2
H -0.846 -2.265 14.488 0.1 -0.2 0.0
F 1.639 2.919 14.976 -0.5 -0.2 0.2
N -0.052 0.854 13.762 0.1 -0.1 -0.1
H 3.739 -0.040 19.458 -0.1 0.0 -0.3
S 1.274 0.583 12.982 -0.1 0.3 -1.4
H 0.647 -6.853 13.599 0.5 0.3 -0.2
H 4.538 3.324 14.460 0.0 -0.4 -0.1
C 3.558 -0.268 18.398 -0.4 -0.5 0.1
H 5.998 1.086 18.926 0.1 -0.2 -0.3
H 7.005 2.316 15.443 -0.3 -0.2 0.4
H 7.866 0.902 17.355 -0.3 -0.1 -0.1
C 6.857 0.739 16.952 0.4 -0.1 -0.1
F 0.044 0.216 10.636 0.3 0.1 0.5
O 0.699 -0.036 16.014 -0.3 0.3 -0.1
H 3.826 1.751 14.000 0.2 0.1 0.1
S -0.138 0.937 15.318 -0.8 0.9 0.6
F 1.767 -1.051 10.965 -0.1 0.4 0.4
H -0.858 -4.626 13.558 0.4 0.2 0.1
C 6.344 1.994 16.266 0.2 0.3 0.0
C 0.703 -0.495 11.553 -0.4 -0.5 -0.6
N 2.405 -4.271 14.337 -0.1 -0.4 -0.2
H 6.911 -0.096 16.221 -0.1 0.5 0.4
C 1.424 -6.156 13.219 0.0 -0.7 -0.5
Be 2.050 -0.632 15.278 1.3 -1.0 1.0
O 1.862 1.727 12.374 -0.1 -0.1 -0.1


(4)
36
Properties=species:S:1:pos:R:3:forces:R:3 method="wB97M-V/def2-TZVPD" de_lowest_kcal_mol=0.00 e_lumo_ev=-1.04 max_force_ev_per_a=2.5
C 2.106 2.931 -1.737 -0.7 -0.4 0.4
H 0.336 -4.089 2.583 0.0 0.0 0.0
C -0.229 1.968 -1.560 -1.6 -0.5 -0.1
N 0.426 2.063 2.361 -0.6 -0.4 0.8
C 3.749 2.195 -0.153 -0.6 -0.2 0.0
H -2.489 -0.591 1.391 0.6 0.0 0.0
Be -0.457 0.427 0.589 -0.5 -1.2 0.8
H -2.495 3.062 -3.866 0.1 -0.2 0.2
C 2.780 1.316 0.365 0.1 0.1 -0.5
N 1.556 1.192 -0.160 -0.5 0.6 -0.4
H 3.003 0.691 1.232 -0.1 0.1 -0.3
C 1.184 2.028 -1.154 1.7 0.3 0.4
H -0.103 3.343 -3.186 -0.2 -0.1 -0.1
C 3.401 3.014 -1.231 -0.2 -0.3 0.2
H 4.110 3.724 -1.660 -0.2 -0.3 0.2
O -0.156 0.884 2.028 0.7 2.0 1.3
C -2.084 2.490 -3.034 0.1 -0.1 0.4
C -0.757 2.667 -2.651 0.3 -0.2 0.2
H -1.204 -4.823 0.764 0.0 0.0 0.0
C -1.039 -5.477 1.621 0.0 -0.1 0.0
H 0.330 -5.706 3.281 0.0 0.0 0.0
H -0.993 -1.502 1.776 -0.4 0.0 -0.2
H -1.800 -1.661 0.184 0.1 -0.2 0.1
H 4.738 2.220 0.299 -0.2 0.1 -0.1
H 1.126 -5.423 1.742 0.0 0.1 0.0
H -2.843 0.133 -0.696 0.2 0.4 0.0
C -2.861 1.577 -2.324 0.2 -0.1 0.1
H -1.900 -5.384 2.284 0.0 0.1 0.0
H -3.887 1.358 -2.592 0.1 0.1 0.0
H -1.028 -6.504 1.253 0.0 0.0 0.0
O 0.313 2.346 3.531 0.1 -0.6 -1.5
N -1.037 1.149 -0.820 0.2 1.0 -1.5
C 0.259 -5.150 2.345 0.0 -0.1 0.0
C -2.304 0.910 -1.238 0.7 0.3 0.0
C -1.520 -0.954 0.978 0.2 -0.3 -0.4
H 1.768 3.575 -2.547 0.3 -0.1 0.2


(5)
39
Properties=species:S:1:pos:R:3:forces:R:3 method="wB97M-V/def2-TZVPD" de_lowest_kcal_mol=29.28 s_squared=6.014 multiplicity=5 e_lumo_ev="-2.23 / -4.11" max_force_ev_per_a=1.0 charge=+1
H -1.167 -3.121 -1.341 0.1 0.1 0.1
N -1.791 1.214 -0.716 1.0 -0.2 -0.3
N 3.925 -1.893 -0.059 0.2 0.1 0.0
C -1.281 2.018 -2.880 0.0 0.1 -0.1
Rh -0.138 -0.363 -0.618 -0.4 -0.5 0.0
H -3.620 1.628 0.135 -0.1 0.0 0.0
Br 0.108 -1.817 -3.073 -0.1 0.0 -0.1
C 0.864 -0.671 4.155 -0.1 0.0 -0.2
C 0.835 1.943 1.406 -0.1 0.3 0.3
H 1.330 -0.858 5.110 0.0 0.0 0.1
H 4.134 -1.043 0.436 -0.1 0.0 -0.1
C -2.997 1.765 -0.738 -0.4 0.3 -0.2
H -3.747 3.694 -3.984 0.1 -0.1 0.1
C -1.219 -2.090 -1.676 0.4 0.4 0.3
C 0.026 -1.612 3.578 0.1 0.1 0.0
H -0.112 2.456 1.189 0.1 -0.1 0.0
H -4.398 2.930 -1.863 0.0 0.0 0.0
C 0.552 0.705 2.222 0.3 0.1 0.3
H -0.614 2.110 -3.722 0.1 0.0 -0.1
O 1.723 -1.467 0.089 -0.4 0.4 0.0
C -2.545 2.622 -2.934 0.3 -0.2 0.5
H -2.194 -1.838 -2.081 0.1 0.1 0.1
H 1.447 -3.569 -1.205 0.1 0.1 0.0
O -2.860 3.315 -4.032 0.0 0.1 -0.3
O 1.469 1.543 0.199 0.2 -0.1 -0.1
H 3.122 -3.922 -1.348 0.0 0.0 0.0
C -0.949 1.319 -1.735 -0.9 0.0 0.1
C 2.638 -2.200 -0.306 0.2 -0.4 0.0
C 1.114 0.513 3.478 -0.2 0.0 -0.2
H 1.482 2.624 1.968 -0.1 -0.1 0.0
N 2.394 -3.366 -0.936 0.0 -0.2 -0.1
H 1.745 1.274 3.911 0.1 0.1 0.0
H 1.564 2.311 -0.379 -0.1 -0.1 0.0
C -3.413 2.484 -1.842 0.0 0.0 0.1
H -0.188 -2.546 4.074 -0.1 0.0 0.0
C -0.505 -1.339 2.328 -0.1 -0.2 0.3
H 4.680 -2.500 -0.323 0.0 0.0 0.0
N -0.235 -0.218 1.670 0.0 0.0 -0.5
H -1.178 -2.035 1.841 0.1 0.0 0.0


(6)
53
Properties=species:S:1:pos:R:3:forces:R:3 method="wB97M-V/def2-TZVPD" e_lumo_ev=-5.23 max_force_ev_per_a=0.5 charge=+1
H -6.176 1.912 2.048 0.1 -0.1 0.1
H -8.301 2.655 3.620 -0.1 0.0 0.0
H 3.141 1.458 -3.572 0.0 0.0 0.0
H -6.784 0.400 1.270 0.1 -0.1 0.1
F 0.051 -1.101 -2.698 0.0 0.0 0.0
H -2.116 0.243 2.099 -0.3 0.2 0.3
H 4.151 1.692 -0.101 0.0 0.0 0.0
F 2.323 0.707 -1.573 -0.1 0.1 0.0
O 0.245 -2.736 0.432 -0.5 0.1 -0.1
F 3.744 -0.851 -2.160 0.0 0.0 0.0
H -2.344 2.743 2.000 -0.1 0.0 0.0
C 0.664 -1.843 -0.593 0.5 -0.1 0.0
F 0.756 -2.978 2.560 0.0 0.1 0.0
F 6.624 1.816 -2.702 0.0 0.0 0.1
F 6.797 1.630 -4.859 0.0 0.1 0.0
C 7.094 -0.320 -3.645 0.0 0.0 -0.1
F -2.360 -2.119 1.219 0.0 -0.1 -0.2
C 3.658 0.446 -1.817 0.1 -0.2 0.0
C -0.910 0.210 -1.082 0.1 0.0 -0.2
H -0.082 0.918 -1.144 0.0 0.0 0.0
F 3.763 -0.193 0.430 0.0 0.0 0.0
O 4.994 0.826 -3.898 0.0 -0.5 0.3
O -7.813 0.981 2.918 0.1 0.1 -0.4
H -4.099 2.593 2.030 0.1 0.0 0.0
I -6.450 -2.169 3.071 0.1 0.1 0.1
C 4.055 1.352 -2.988 -0.1 0.4 -0.2
F 8.402 -0.064 -3.450 0.0 0.0 0.0
F -1.879 0.580 -1.945 0.0 0.0 0.0
O -7.671 1.986 3.927 0.2 -0.1 0.0
N -4.124 -0.196 2.179 0.0 0.2 0.3
F -1.525 -2.026 -1.482 0.0 0.0 0.0
S -5.425 -0.040 3.241 0.2 -0.1 -0.2
C -1.476 -2.681 2.078 0.1 -0.1 0.3
H 4.337 2.343 -2.632 0.0 -0.1 0.1
C -0.450 -1.210 -1.437 -0.1 -0.1 0.0
C -0.036 -2.317 1.688 0.2 -0.1 0.1
C -3.006 0.756 2.473 0.2 0.0 0.0
H -1.612 -3.762 2.098 0.0 0.0 -0.1
F -1.443 0.248 0.168 0.1 -0.1 -0.2
F 6.633 -1.030 -2.596 0.0 0.0 0.0
F -1.750 -2.168 3.309 0.0 -0.1 -0.1
H -3.785 -1.154 2.246 -0.1 0.1 -0.2
F 5.639 0.425 -0.509 0.1 0.0 0.0
H -3.173 1.919 0.667 -0.1 0.1 0.1
H 1.209 -2.479 -1.288 0.0 0.0 0.0
F 0.182 -1.001 1.868 0.0 0.1 0.0
H -2.869 0.895 3.551 -0.1 0.0 -0.1
H 1.361 -1.097 -0.217 -0.1 0.1 0.0
C 4.324 0.672 -0.453 0.0 0.0 0.0
C -3.175 2.082 1.747 0.0 -0.2 0.0
C -6.617 0.928 2.211 -0.5 0.1 0.1
C 6.343 1.017 -3.745 0.0 0.1 -0.2
H 6.960 -0.893 -4.564 0.0 0.0 0.0


Table of energy (eV), in record order: -74546.21564 -137181.61920 -80660.57214 -22722.69096 -98901.71562 -85842.33824